1.
Density functional theory data (ωB97M-V with the def2-TZVPD basis set) for C63H43N7O4ReS as an isolated structure in a non-equilibrium geometry.

Each line ends with the Mulliken charge.
Element x y z (Å)
Re1 0.29 0.02 0.61  2.443
C1 4.46 0.12 7.18  -0.346
C2 3.90 1.28 6.66  -0.831
C3 3.18 1.24 5.48  0.143
C4 3.00 0.03 4.81  -0.899
C5 3.56 -1.13 5.33  0.279
C6 4.29 -1.08 6.51  -0.918
C7 2.19 0.01 3.55  0.834
C8 0.81 -0.08 3.69  0.829
C9 0.16 -0.41 4.95  -1.721
C10 -1.11 -0.71 4.67  -1.616
C11 -1.30 -0.48 3.25  0.461
N1 -0.11 -0.07 2.69  0.056
C12 -2.52 -0.60 2.63  1.779
C13 -2.79 0.05 1.40  0.337
C14 -4.11 0.58 1.12  -1.765
C15 -3.94 1.56 0.21  -1.722
C16 -2.55 1.57 -0.16  0.475
C17 -1.86 2.37 -0.99  -0.178
C18 -2.14 3.59 -1.83  1.785
C19 -1.10 4.69 -1.39  0.451
C20 -1.49 6.05 -1.86  -1.119
C21 -2.74 6.37 -2.20  -0.822
C22 -3.81 5.37 -2.16  -0.942
C23 -3.54 4.08 -1.97  -1.326
C24 -0.09 0.74 -2.15  0.540
N2 0.88 0.03 -1.40  0.612
C25 2.10 0.46 -1.84  -1.040
C26 3.33 0.12 -1.16  2.041
C27 4.56 0.07 -1.99  -1.523
C28 4.88 -1.12 -2.64  -0.114
C29 6.03 -1.20 -3.41  -0.819
C30 6.85 -0.09 -3.56  -0.416
C31 6.52 1.10 -2.93  -0.848
C32 5.38 1.18 -2.14  0.395
C33 3.39 -0.04 0.18  0.188
C34 4.62 -0.12 0.92  -1.865
C35 4.30 -0.05 2.23  -1.619
C36 2.87 0.02 2.33  0.532
N3 2.32 0.02 1.08  1.185
C37 2.06 1.36 -2.86  -1.762
C38 0.64 1.67 -3.17  -0.622
N4 -1.87 0.55 0.57  0.425
C39 -3.66 -1.27 3.31  -1.137
C40 -4.07 -2.51 2.83  -0.077
C41 -5.14 -3.16 3.42  -0.956
C42 -5.81 -2.59 4.48  -0.399
C43 -5.41 -1.34 4.96  -0.906
C44 -4.34 -0.69 4.38  0.372
H1 5.02 0.15 8.10  0.383
H2 4.03 2.22 7.18  0.387
H3 2.73 2.14 5.08  0.475
H4 3.42 -2.07 4.81  0.486
H5 4.71 -1.99 6.92  0.392
H6 0.66 -0.44 5.90  0.507
H7 -1.88 -1.04 5.34  0.561
H8 -5.01 0.29 1.63  0.661
H9 -4.68 2.24 -0.18  0.492
H10 -1.05 4.71 -0.29  0.539
H11 -0.70 6.79 -1.88  0.462
H12 -2.99 7.38 -2.51  0.415
H13 -4.82 5.71 -2.31  0.455
H14 -4.33 3.34 -2.01  0.476
H15 4.22 -1.98 -2.51  0.592
H16 6.28 -2.13 -3.91  0.418
H17 7.74 -0.16 -4.16  0.386
H18 7.15 1.97 -3.05  0.390
H19 5.12 2.10 -1.63  0.506
H20 5.60 -0.19 0.47  0.627
H21 4.97 -0.05 3.08  0.602
H22 2.90 1.84 -3.33  0.598
H23 0.38 1.57 -4.22  0.605
H24 -3.54 -2.94 1.98  0.448
H25 -5.45 -4.13 3.04  0.427
H26 -6.65 -3.10 4.94  0.392
H27 -5.95 -0.89 5.78  0.402
H28 -4.03 0.29 4.74  0.523
O1 -4.03 -1.33 -2.55  -0.696
S1 -2.83 -2.07 -2.21  0.999
O2 -2.90 -2.96 -1.09  -0.643
N5 -1.53 -1.11 -1.96  0.894
C45 -1.33 0.02 -2.54  -0.010
C46 -2.21 0.68 -3.51  -0.853
C47 -2.19 1.98 -3.81  -2.055
C48 -1.46 3.11 -3.16  0.711
C49 -0.08 2.88 -2.50  0.096
C50 0.33 4.24 -1.95  0.420
C51 1.35 4.09 -0.86  -2.214
C52 1.29 3.04 -0.01  0.201
N6 0.34 2.06 -0.07  -0.291
C53 -0.45 2.05 -1.26  -0.312
C54 -2.31 -3.00 -3.63  0.304
C55 -3.28 -3.43 -4.53  -0.490
C56 -2.89 -4.22 -5.60  -0.686
C57 -1.56 -4.58 -5.76  -0.441
C58 -0.60 -4.12 -4.86  -0.921
C59 -0.97 -3.33 -3.79  -0.090
H29 -2.93 0.04 -4.00  0.563
H30 -2.89 2.30 -4.57  0.432
H31 -1.41 3.95 -3.86  0.670
H32 0.66 4.95 -2.71  0.737
H33 2.13 4.83 -0.76  0.362
H34 2.00 2.95 0.81  0.600
H35 -4.30 -3.13 -4.38  0.503
H36 -3.63 -4.56 -6.31  0.404
H37 -1.26 -5.20 -6.59  0.395
H38 0.44 -4.39 -5.00  0.469
H39 -0.23 -2.95 -3.09  0.477
O3 -0.59 -2.88 2.68  -0.556
C60 -0.21 -3.10 1.55  -0.045
C61 -0.28 -4.47 0.91  -0.757
C62 0.78 -4.41 -0.16  -0.514
C63 1.06 -2.91 -0.30  -0.263
O4 1.84 -2.49 -1.13  -0.352
N7 0.39 -2.19 0.68  0.317
H40 -1.28 -4.56 0.48  0.119
H41 -0.15 -5.25 1.66  0.483
H42 0.50 -4.83 -1.12  0.313
H43 1.71 -4.88 0.16  0.260

## Properties
* HOMO level (alpha / beta): -0.2453 / -0.2440 Eh
* E_tot: -97613.250 eV
* <S²>: 3.837
* total charge: 0
* 2S+1: 4

2.
Density functional theory data (ωB97M-V with the def2-TZVPD basis set) for C63H46ClMnN4O4P2S as an isolated structure in a non-equilibrium geometry.

Each line ends with the Mulliken charge.
Element x y z (Å)
Mn1 0.98 -0.09 0.39  1.889
O1 -0.78 1.77 -2.81  -0.919
S1 -0.07 1.87 -1.53  1.337
C1 1.37 2.93 -1.81  -0.137
C2 1.24 4.22 -2.29  -0.451
C3 2.38 4.97 -2.56  -0.978
C4 3.63 4.40 -2.37  -0.812
C5 3.77 3.11 -1.93  -1.223
C6 2.64 2.34 -1.62  0.510
P1 2.72 0.67 -1.01  0.733
C7 3.34 -2.18 1.11  0.050
C8 2.00 -2.88 0.93  -0.773
C9 1.96 -3.97 2.00  0.107
C10 3.22 -4.75 2.17  -0.810
C11 4.37 -4.30 1.65  -1.099
C12 4.46 -2.89 1.31  -0.452
C13 4.47 0.21 -1.16  0.167
C14 4.83 -0.74 -2.11  -0.648
C15 6.14 -1.19 -2.20  -0.740
C16 7.10 -0.70 -1.33  -0.733
C17 6.74 0.24 -0.37  -0.807
C18 5.44 0.69 -0.28  0.368
C19 -1.05 3.00 -0.52  0.329
C20 -2.16 3.64 -1.04  -0.557
C21 -2.98 4.39 -0.20  -0.828
C22 -2.70 4.45 1.15  -0.786
C23 -1.61 3.78 1.68  -0.517
C24 -0.77 3.06 0.84  -0.479
P2 0.69 2.12 1.40  1.524
C25 1.97 3.42 1.29  0.231
C26 1.75 4.71 0.83  -0.340
C27 2.80 5.62 0.86  -0.723
C28 4.04 5.26 1.34  -0.966
C29 4.25 3.97 1.81  -0.449
C30 3.22 3.06 1.77  0.483
C31 0.50 2.08 3.22  1.134
C32 0.62 3.23 4.01  -0.782
C33 0.45 3.14 5.37  -0.825
C34 0.17 1.92 5.97  -0.994
C35 0.05 0.78 5.19  -0.830
C36 0.22 0.86 3.82  -0.141
H1 0.26 4.62 -2.46  0.508
H2 2.28 5.97 -2.94  0.427
H3 4.52 4.98 -2.59  0.461
H4 4.75 2.68 -1.80  0.421
H5 1.73 -3.08 -0.11  0.569
H6 1.12 -4.65 1.85  0.533
H7 3.15 -5.72 2.63  0.494
H8 5.27 -4.88 1.69  0.453
H9 5.41 -2.40 1.43  0.511
H10 4.09 -1.11 -2.81  0.421
H11 6.41 -1.92 -2.95  0.448
H12 8.12 -1.04 -1.40  0.395
H13 7.49 0.63 0.31  0.462
H14 5.16 1.42 0.46  0.237
H15 -2.38 3.53 -2.09  0.646
H16 -3.83 4.91 -0.61  0.419
H17 -3.35 5.01 1.81  0.439
H18 -1.43 3.79 2.75  0.444
H19 0.79 5.01 0.45  0.302
H20 2.63 6.63 0.50  0.448
H21 4.85 5.97 1.37  0.402
H22 5.22 3.68 2.20  0.480
H23 3.34 2.04 2.13  -0.489
H24 0.87 4.17 3.54  0.606
H25 0.52 4.03 5.97  0.475
H26 0.03 1.86 7.04  0.462
H27 -0.17 -0.17 5.66  0.522
H28 0.13 -0.03 3.20  0.135
Cl1 3.34 -1.18 7.42  -0.214
C37 3.26 -1.05 5.70  -0.030
C38 3.98 -0.06 5.04  -0.793
C39 3.94 -0.01 3.66  -0.602
C40 3.17 -0.90 2.93  -0.263
O2 3.21 -0.85 1.54  1.972
C41 2.41 -1.88 3.61  0.786
C42 1.43 -2.76 2.87  -0.290
O3 1.01 -2.12 1.63  -0.975
C43 2.48 -1.95 4.99  -1.066
H29 4.57 0.64 5.60  0.508
H30 4.54 0.71 3.13  0.331
H31 0.57 -2.98 3.51  0.895
H32 1.92 -2.71 5.52  0.605
C44 -11.28 -4.51 -4.80  -0.836
O4 -10.01 -4.86 -5.31  -0.460
C45 -8.91 -4.29 -4.78  0.888
C46 -7.68 -4.75 -5.25  -0.693
C47 -6.50 -4.24 -4.75  -0.513
C48 -6.52 -3.25 -3.76  0.306
C49 -7.76 -2.80 -3.29  -0.871
C50 -8.93 -3.31 -3.79  -0.413
C51 -5.32 -2.68 -3.18  0.176
N1 -5.32 -1.89 -2.13  -0.857
C52 -4.03 -1.61 -1.86  0.933
C53 -3.19 -2.25 -2.79  0.144
N2 -4.04 -2.91 -3.62  -0.078
C54 -1.78 -2.17 -2.72  0.475
C55 -0.91 -2.76 -3.65  -0.878
C56 0.45 -2.64 -3.45  -1.397
C57 0.90 -1.94 -2.34  -0.799
N3 0.10 -1.36 -1.45  0.729
C58 -1.22 -1.46 -1.63  -0.442
C59 -2.07 -0.80 -0.66  -0.407
N4 -1.49 -0.16 0.37  0.643
C60 -2.26 0.45 1.24  -0.447
C61 -3.65 0.50 1.17  -1.217
C62 -4.28 -0.17 0.14  -0.833
C63 -3.48 -0.85 -0.79  0.694
H33 -12.00 -5.14 -5.32  0.241
H34 -11.52 -3.46 -5.00  0.340
H35 -11.35 -4.70 -3.73  0.345
H36 -7.66 -5.51 -6.01  0.429
H37 -5.57 -4.64 -5.11  0.274
H38 -7.77 -2.06 -2.51  0.460
H39 -9.87 -2.94 -3.40  0.407
H40 -3.78 -3.47 -4.42  0.195
H41 -1.29 -3.30 -4.50  0.479
H42 1.16 -3.08 -4.13  0.514
H43 1.96 -1.82 -2.17  0.372
H44 -1.75 0.94 2.07  0.334
H45 -4.22 1.03 1.91  0.583
H46 -5.35 -0.21 0.03  0.621

## Properties
* HOMO level (alpha / beta): -0.3024 / -0.3116 Eh
* E_tot: -153478.206 eV
* <S²>: 8.765
* total charge: +1
* 2S+1: 6
* relative energy (zero: lowest compared OMol25 entry of this formula, charge and spin): 1.0 kJ/mol

3.
Density functional theory data (ωB97M-V with the def2-TZVPD basis set) for C63H47N7O4Re as an isolated structure in a non-equilibrium geometry.

Each line ends with the Mulliken charge.
Element x y z (Å)
Re1 0.01 0.72 0.36  4.256
C1 -5.47 -6.63 4.23  -0.839
O1 -5.66 -5.25 4.47  -0.453
C2 -4.77 -4.39 3.96  0.703
C3 -3.56 -4.75 3.35  -0.636
C4 -2.74 -3.78 2.82  -0.528
C5 -3.10 -2.44 2.86  -0.244
C6 -4.29 -2.07 3.49  -0.071
C7 -5.11 -3.03 4.05  -0.888
C8 -2.23 -1.45 2.21  1.059
C9 -0.95 -1.32 2.76  -0.459
C10 -0.51 -2.02 3.93  -1.869
C11 0.82 -1.80 4.04  -1.408
C12 1.20 -0.94 2.96  0.135
N1 0.08 -0.61 2.24  1.089
C13 2.51 -0.56 2.67  -0.034
C14 2.83 0.04 0.23  0.556
C15 4.15 0.20 -0.45  -1.204
C16 3.99 1.03 -1.48  -1.868
C17 2.59 1.45 -1.52  -0.453
C18 1.92 2.25 -2.46  0.618
C19 2.61 2.72 -3.66  0.540
C20 2.02 2.50 -4.91  -0.730
C21 2.63 2.88 -6.08  -0.676
C22 3.88 3.51 -6.05  0.880
O2 4.57 3.91 -7.11  -0.440
C23 4.03 3.79 -8.41  -0.820
C24 4.48 3.73 -4.79  -0.891
C25 3.86 3.34 -3.63  -0.521
C26 0.53 2.43 -2.35  0.400
N2 -0.36 1.76 -1.56  -0.300
C27 -1.61 2.07 -2.03  0.359
C28 -2.80 1.40 -1.74  1.425
C29 -3.96 1.69 -2.62  0.085
C30 -4.50 2.98 -2.71  -0.278
C31 -5.52 3.25 -3.58  -0.970
C32 -6.04 2.25 -4.42  0.762
O3 -7.00 2.65 -5.27  -0.441
C33 -7.65 1.71 -6.11  -0.824
C34 -5.51 0.96 -4.32  -0.728
C35 -4.49 0.69 -3.43  -0.726
C36 -2.96 0.43 -0.74  0.352
C37 -4.20 -0.25 -0.52  -1.730
C38 -4.03 -1.04 0.58  -1.963
C39 -2.70 -0.82 1.05  0.165
N3 -2.04 0.05 0.22  -0.162
C40 -1.50 3.06 -3.06  -1.439
C41 -0.18 3.30 -3.24  -1.746
N4 1.94 0.87 -0.53  -0.294
C42 3.63 -1.38 3.06  1.164
C43 3.47 -2.78 3.14  -0.816
C44 4.52 -3.63 3.37  -1.166
C45 5.81 -3.12 3.54  0.684
O4 6.92 -3.85 3.72  -0.453
C46 6.84 -5.26 3.69  -0.829
C47 5.98 -1.72 3.53  -1.039
C48 4.93 -0.88 3.29  -0.294
H1 -6.35 -7.13 4.64  0.251
H2 -4.58 -7.01 4.73  0.318
H3 -5.41 -6.84 3.15  0.357
H4 -3.26 -5.79 3.29  0.430
H5 -1.82 -4.07 2.34  0.578
H6 -4.55 -1.03 3.56  0.571
H7 -6.01 -2.76 4.57  0.454
H8 -1.14 -2.59 4.59  0.771
H9 1.49 -2.14 4.81  0.874
H10 5.05 -0.32 -0.15  0.779
H11 4.74 1.34 -2.19  0.755
H12 1.07 1.98 -4.96  0.547
H13 2.14 2.67 -7.02  0.385
H14 4.83 4.07 -9.09  0.255
H15 3.18 4.47 -8.54  0.353
H16 3.71 2.77 -8.62  0.320
H17 5.44 4.22 -4.78  0.455
H18 4.33 3.55 -2.68  0.698
H19 -4.12 3.77 -2.07  0.628
H20 -5.95 4.24 -3.65  0.450
H21 -8.36 2.28 -6.71  0.251
H22 -8.19 0.96 -5.53  0.346
H23 -6.94 1.22 -6.79  0.332
H24 -5.89 0.16 -4.95  0.428
H25 -4.07 -0.30 -3.40  0.533
H26 -5.08 -0.14 -1.11  0.677
H27 -4.74 -1.71 1.02  0.670
H28 -2.32 3.51 -3.59  0.697
H29 0.26 4.01 -3.90  0.870
H30 2.49 -3.21 2.97  0.550
H31 4.34 -4.69 3.38  0.507
H32 7.87 -5.60 3.78  0.256
H33 6.42 -5.60 2.74  0.338
H34 6.25 -5.65 4.52  0.335
H35 6.97 -1.33 3.72  0.527
H36 5.09 0.18 3.32  0.750
C49 -2.63 3.81 2.11  -1.077
C50 -2.02 4.04 3.34  -0.691
C51 -0.75 3.54 3.54  -1.077
C52 -0.15 2.78 2.54  0.791
N5 -0.81 2.44 1.41  0.147
C53 -2.00 3.01 1.19  0.152
C54 1.22 2.28 2.60  0.942
C55 2.24 2.82 3.37  -1.544
C56 3.56 2.54 2.97  -0.999
C57 3.82 1.54 2.09  -2.121
C58 2.70 0.61 1.71  1.626
N6 1.46 1.35 1.67  -0.091
C59 2.25 -1.35 0.10  0.346
C60 3.02 -2.51 0.18  0.165
C61 2.39 -3.73 0.03  -1.002
C62 1.02 -3.75 -0.21  -0.956
C63 0.34 -2.55 -0.30  -0.373
N7 0.94 -1.38 -0.15  -0.375
H37 -3.59 4.24 1.89  0.540
H38 -2.52 4.59 4.12  0.487
H39 -0.22 3.72 4.46  0.473
H40 -2.47 2.81 0.23  0.306
H41 2.04 3.56 4.13  0.473
H42 4.37 3.16 3.34  0.531
H43 4.78 1.42 1.62  0.963
H44 4.08 -2.44 0.35  0.462
H45 2.96 -4.65 0.10  0.506
H46 0.50 -4.68 -0.34  0.518
H47 -0.72 -2.53 -0.51  0.582

## Properties
* HOMO level (alpha / beta): -0.3967 / -0.4267 Eh
* E_tot: -86830.445 eV
* <S²>: 3.933
* total charge: +2
* 2S+1: 4

4.
Density functional theory data (ωB97M-V with the def2-TZVPD basis set) for C63H50AsN6OP2Pt as an isolated structure in a non-equilibrium geometry.

Each line ends with the Mulliken charge.
Element x y z (Å)
Pt1 -0.67 1.20 -0.05  1.287
C1 -0.72 0.63 4.30  -1.336
C2 -1.17 0.78 3.00  -0.262
N1 -0.31 0.92 1.99  0.717
C3 1.04 0.91 2.27  0.481
C4 1.44 0.81 3.61  -0.269
N2 0.58 0.67 4.59  -0.501
C5 1.95 1.02 1.15  0.328
C6 3.34 0.99 1.17  -0.905
C7 4.07 1.23 -0.01  0.710
C8 3.36 1.50 -1.19  -0.917
C9 1.97 1.44 -1.20  -0.333
N3 1.33 1.17 -0.04  0.564
C10 1.07 1.58 -2.33  0.042
C11 1.47 1.74 -3.67  -0.101
N4 0.63 1.79 -4.66  -0.483
C12 -0.68 1.73 -4.39  -1.279
C13 -1.13 1.58 -3.09  -0.257
N5 -0.28 1.48 -2.07  0.503
C14 5.54 1.17 0.00  0.797
C15 6.27 1.02 -1.19  -0.589
C16 7.65 0.95 -1.13  -0.529
N6 8.28 0.99 0.02  -0.547
C17 7.65 1.12 1.15  -0.507
C18 6.26 1.23 1.19  -0.568
H1 -1.39 0.48 5.13  0.499
H2 -2.22 0.78 2.77  0.406
H3 2.48 0.85 3.89  0.506
H4 3.85 0.75 2.09  0.483
H5 3.89 1.77 -2.09  0.725
H6 2.52 1.81 -3.93  0.468
H7 -1.36 1.81 -5.22  0.512
H8 -2.19 1.53 -2.87  0.538
H9 5.79 0.96 -2.15  0.365
H10 8.26 0.87 -2.02  0.399
H11 8.25 1.16 2.05  0.400
H12 5.79 1.38 2.15  0.419
O1 -3.24 0.20 0.04  -0.290
C19 -2.70 1.28 -0.01  -0.423
C20 -3.39 2.58 -0.02  0.542
C21 -4.78 2.60 -0.19  -0.943
C22 -5.46 3.81 -0.23  -0.879
C23 -4.77 5.01 -0.09  -0.848
C24 -3.40 5.00 0.09  -0.811
C25 -2.70 3.80 0.12  0.588
P1 -0.90 3.78 0.30  1.942
C26 -0.58 3.91 2.08  0.200
C27 -1.56 3.84 3.06  -0.470
C28 -1.19 3.97 4.39  -0.989
C29 0.14 4.12 4.74  -0.783
C30 1.12 4.19 3.76  -0.898
C31 0.76 4.09 2.43  -0.200
C32 -0.30 5.39 -0.30  0.335
C33 -0.24 6.46 0.59  -0.322
C34 0.22 7.69 0.16  -0.841
C35 0.62 7.86 -1.15  -0.700
C36 0.56 6.79 -2.04  -0.798
C37 0.10 5.55 -1.62  -0.563
H13 -5.33 1.68 -0.31  0.573
H14 -6.53 3.82 -0.37  0.462
H15 -5.31 5.95 -0.12  0.472
H16 -2.86 5.93 0.19  0.519
H17 -2.59 3.69 2.79  0.564
H18 -1.95 3.95 5.16  0.493
H19 0.42 4.19 5.78  0.442
H20 2.15 4.34 4.03  0.538
H21 1.51 4.14 1.65  0.610
H22 -0.55 6.33 1.62  0.589
H23 0.27 8.51 0.86  0.464
H24 0.97 8.82 -1.48  0.446
H25 0.87 6.93 -3.06  0.481
H26 0.06 4.72 -2.31  0.406
C38 -1.28 -3.20 -0.09  -0.253
C39 -1.73 -3.63 1.28  -1.121
As1 -2.83 -5.32 1.18  0.563
C40 -4.26 -4.97 -0.08  0.509
C41 -4.85 -6.07 -0.73  -0.523
C42 -5.84 -5.87 -1.66  -0.584
C43 -6.30 -4.58 -1.92  -0.520
C44 -5.77 -3.50 -1.23  -0.638
C45 -4.77 -3.69 -0.29  -0.366
C46 -1.53 -6.44 0.26  0.248
C47 -1.60 -6.69 -1.11  0.076
C48 -0.55 -7.33 -1.74  -0.737
C49 0.56 -7.75 -1.02  -0.505
C50 0.62 -7.53 0.35  -0.767
C51 -0.43 -6.89 0.99  -0.371
P2 -0.16 -1.67 -0.10  1.064
C52 0.32 -1.71 -1.86  0.911
C53 1.62 -1.44 -2.30  -0.438
C54 1.92 -1.50 -3.66  -1.168
C55 0.93 -1.77 -4.58  -0.953
C56 -0.38 -1.95 -4.16  -0.983
C57 -0.68 -1.90 -2.81  -1.007
C58 1.24 -2.30 0.90  1.584
C59 2.37 -2.95 0.42  -0.985
C60 3.37 -3.34 1.29  -1.003
C61 3.26 -3.11 2.65  -0.927
C62 2.11 -2.52 3.15  -0.737
C63 1.12 -2.12 2.28  -1.191
H27 -2.15 -2.95 -0.71  0.277
H28 -0.70 -3.99 -0.58  0.519
H29 -2.33 -2.86 1.77  0.465
H30 -0.88 -3.87 1.93  0.516
H31 -4.52 -7.07 -0.49  0.532
H32 -6.27 -6.71 -2.18  0.435
H33 -7.11 -4.43 -2.62  0.423
H34 -6.15 -2.50 -1.42  0.450
H35 -4.38 -2.85 0.26  0.470
H36 -2.46 -6.37 -1.69  0.450
H37 -0.59 -7.50 -2.81  0.451
H38 1.37 -8.26 -1.51  0.457
H39 1.47 -7.88 0.92  0.473
H40 -0.41 -6.75 2.06  0.455
H41 2.40 -1.21 -1.59  0.814
H42 2.93 -1.33 -3.99  0.608
H43 1.17 -1.83 -5.63  0.463
H44 -1.17 -2.14 -4.88  0.536
H45 -1.71 -2.03 -2.50  0.505
H46 2.48 -3.18 -0.63  0.704
H47 4.26 -3.82 0.91  0.588
H48 4.05 -3.41 3.32  0.522
H49 1.99 -2.37 4.21  0.567
H50 0.22 -1.66 2.67  0.465

## Properties
* HOMO level (alpha / beta): -0.4544 / -0.5412 Eh
* E_tot: -159767.697 eV
* <S²>: 6.070
* total charge: +3
* 2S+1: 5

Question: <S²> of number 4 (C63H50AsN6OP2Pt)?
Answer: 6.070